{
  "formula": "C3H15N2O2",
  "method": "ωB97M-V with the def2-TZVPD basis set",
  "s2": 0.751,
  "multiplicity": 2,
  "e_tot_ha": -383.15322,
  "homo_lumo_gap_ev": [3.55, 10.07],
  "mol_weight_g_mol": 111.2,
  "relative_energy_kcal_mol": 0.0,
  "elements": ["N", "C", "C", "C", "N", "H", "H", "H", "H", "H", "H", "H", "H", "H", "H", "H", "H", "H", "O", "H", "H", "O"],
  "coordinates": [[0.908, -0.672, 0.002], [-0.427, -0.074, 0.246], [-1.646, -0.945, -0.149], [-0.454, 1.278, -0.506], [-1.152, 2.272, 0.353], [1.023, -1.555, 0.579], [1.650, -0.012, 0.257], [1.076, -1.000, -0.974], [-0.586, 0.200, 1.267], [-2.068, -0.535, -1.065], [-2.404, -0.866, 0.629], [-1.322, -1.978, -0.211], [0.496, 1.731, -0.754], [-1.049, 1.130, -1.407], [-0.592, 3.088, 0.560], [-2.037, 2.543, -0.048], [1.320, 0.338, 3.063], [1.952, 1.585, 2.458], [1.327, 0.875, 2.258], [1.414, -2.949, -1.547], [0.943, -2.246, -2.849], [1.627, -2.206, -2.162]],
  "atomic_forces_ev_per_a": [[-0.381, -0.692, 0.081], [-0.606, 0.995, -1.208], [0.933, 0.439, 0.284], [-1.315, 0.818, 1.009], [-0.152, -0.381, -0.253], [0.222, -0.045, 0.074], [-0.005, -0.064, 0.274], [-0.128, 0.092, 0.152], [0.757, -0.180, 0.604], [-0.070, -0.586, -0.244], [-0.013, -0.018, 0.044], [-0.320, -0.234, -0.324], [0.493, -0.538, -0.171], [0.356, 0.170, -0.312], [-0.146, -0.107, -0.144], [0.061, 0.246, 0.060], [-0.030, -0.105, -0.109], [-0.064, -0.070, -0.014], [0.408, 0.367, 0.322], [0.119, 0.101, -0.163], [0.053, -0.125, -0.010], [-0.172, -0.083, 0.048]]
}